[1]
Entry from the OMol25 dataset: a molecular structure, C21H23FNO13Sr (the ωB97M-V functional and the def2-TZVPD basis).

Structure (XYZ):
```
60
Properties=species:S:1:pos:R:3:forces:R:3:lowdin_charge:R:1
Sr 0.05816 -0.22801 0.06946 -0.0410 3.5998 -2.0340 1.54
F -0.81652 1.78087 -1.26636 -0.2705 -0.7928 0.8258 -0.70
O -1.53328 -2.67626 -5.90451 0.5801 0.2222 -0.0015 -0.06
O -1.21110 1.14986 2.16822 -1.0194 -0.1896 0.0382 -0.26
O 0.34432 -0.72120 -6.69298 -0.7146 -0.7199 0.4580 -0.08
O 1.20695 0.04358 -2.16312 0.4227 -0.9533 -0.1284 -0.12
O 1.90931 1.41867 0.88679 -0.1062 0.5719 -0.5164 -0.16
O -3.53228 -0.49754 -2.08776 0.2028 0.4444 0.0732 0.10
O 2.92892 4.36289 4.34805 -0.0922 -0.1153 0.8384 -0.04
O 2.48537 3.56846 -0.97194 0.1248 -0.6746 0.5865 -0.01
O -4.29009 -1.49393 -0.25842 -0.9724 0.0983 0.3648 0.04
O 3.56096 6.38236 2.53861 0.3969 0.1694 0.8229 -0.09
O 2.17069 -1.47179 0.45621 -0.0400 -0.8952 -0.3360 -0.30
O -2.50674 -0.18065 -0.09697 0.3622 0.0507 0.4705 0.08
O -0.42607 -2.14963 -1.44634 0.2354 0.6840 0.5723 -0.20
N -0.36273 -1.95018 1.97452 0.0931 -0.0954 1.6553 -0.12
C 3.24927 5.24715 2.14185 -0.8220 0.0012 -2.0019 -0.42
C -0.60135 0.37071 3.14519 1.3920 -1.2105 -0.8194 -0.25
C 0.81809 -0.32053 -4.47026 0.3175 -0.4492 1.2349 -0.01
C 0.14842 -1.00560 -5.48090 1.0722 0.6593 -0.8186 -0.42
C 2.52362 2.81650 2.57944 0.2741 1.8090 1.4443 -0.04
C 0.98112 -2.26701 2.43169 2.1787 0.0409 -1.0197 -0.21
C -0.87712 -2.54129 -3.69602 0.9071 1.2737 1.1490 -0.03
C -1.21754 2.56285 2.37611 0.5295 -0.5134 0.7465 -0.04
C 2.87159 4.11404 3.14918 0.2897 -0.6000 -1.3337 -0.39
C 2.31531 2.57959 1.23646 -0.1288 -1.3575 0.4132 -0.37
C 3.04059 -1.73970 -0.62962 0.5576 -0.3473 -0.2821 -0.08
C -3.33494 -0.65182 -0.78257 -0.5921 -0.5132 -0.0657 -0.55
C -0.28436 -1.79466 -2.65626 0.3041 -1.2534 -1.9598 -0.36
C 0.69518 -0.61445 -3.08677 -1.2252 0.3042 0.1705 -0.35
C -5.10394 -1.98935 -1.30939 0.5832 -0.9092 -0.7438 -0.15
C -1.06500 -1.14157 2.99828 -0.0794 1.9378 0.1858 -0.17
C 3.09849 4.95307 0.74438 0.5871 0.0905 2.4845 -0.04
C 1.97638 -2.58576 1.26926 -0.3650 0.1741 1.8583 -0.24
C 2.64344 3.72369 0.25346 -0.3818 -0.0968 -1.9138 -0.41
C -0.78866 -2.13811 -5.05388 -1.6809 -0.8813 -0.7644 -0.39
C -4.80130 -1.02302 -2.44407 0.4448 -0.2552 0.0052 -0.11
H -1.49939 -3.37267 -3.38838 -0.1884 -0.0849 -0.2756 0.08
H 2.56850 -2.45531 -1.30652 -0.0102 0.1040 -0.1325 0.10
H 3.30161 -0.83067 -1.16129 -0.5238 0.2230 0.1151 0.10
H 1.56420 -3.55177 0.93513 0.2151 0.3919 -1.5188 0.13
H -4.75390 -3.00811 -1.50287 0.0649 0.0618 -0.3179 0.13
H 1.40166 -1.41403 2.96483 -0.1846 -0.0523 0.1879 0.12
H -0.20852 2.96161 2.25338 -0.1327 0.1953 -0.4417 0.09
H -5.52791 -0.20966 -2.44459 -0.0139 0.0530 -0.3196 0.13
H -1.97275 2.96250 1.71060 0.2686 0.1660 -0.2412 0.09
H 2.95446 -2.82074 1.71597 -0.0832 -0.1880 0.2193 0.12
H -0.96143 -1.46332 4.04174 -0.0947 -0.8663 -0.1925 0.10
H 3.41486 5.71126 0.04342 -0.1721 0.0826 -0.1552 0.08
H -1.48478 2.75750 3.42601 -0.2237 0.0251 -0.0455 0.08
H -0.84228 -2.82643 1.80568 -0.3286 0.2483 -0.2025 0.12
H -6.17813 -2.08579 -1.14531 0.0683 0.5020 0.7642 0.12
H -4.65357 -1.49659 -3.41075 -0.3790 0.0624 -0.1031 0.14
H -0.75341 0.65553 4.19334 -0.5026 0.3634 -0.1351 0.12
H 3.98854 -2.16703 -0.26843 -0.1110 -0.1077 0.2427 0.08
H 2.32471 2.04886 3.32100 -0.0835 -0.2119 -0.0922 0.08
H 1.14439 -3.19255 3.00492 -0.8014 0.2136 0.6363 0.11
H -2.11208 -0.99871 2.72717 -0.0986 -0.5797 0.0017 0.12
H 0.48427 0.45981 2.97005 0.0937 -0.0929 0.3116 0.10
H 1.52782 0.44406 -4.75411 -0.1027 0.1829 0.0359 0.10
```
Forces are in eV/Å.

Its total charge is -3. The total energy is -1977.4461 a.u.

=====

[2]
Entry from the OMol25 dataset: a single C22H11ClF3N5O4 molecule (the ωB97M-V functional and the def2-TZVPD basis).

Structure (XYZ):
```
46
Properties=species:S:1:pos:R:3:forces:R:3:lowdin_charge:R:1
Cl -5.19795 1.60829 -7.04231 0.2965 -0.7878 0.8595 0.75
F -1.91687 0.25565 2.51998 0.4311 0.2748 0.2086 0.15
F -0.10284 1.19130 1.60188 -1.5715 -0.2914 0.3297 0.12
F -2.09473 2.15525 1.46539 0.7118 -1.0122 0.2306 0.14
O 2.16845 -1.36240 1.40204 -1.0459 -1.1328 1.8644 0.06
O -5.84116 3.81760 -5.40628 0.4966 0.8237 2.2552 0.06
O -1.48018 -2.14747 -2.39082 -1.1931 0.7304 -0.2942 0.10
O -5.11324 4.10256 -3.23931 -0.6827 0.3468 -1.0958 0.12
N 6.98558 0.21815 2.18186 3.1382 0.8509 -5.3584 0.09
N -2.67674 0.63778 -0.63830 2.2232 -0.6619 1.4535 0.18
N 7.13865 0.08863 -0.33022 -1.2842 0.3825 9.5867 0.19
N -2.75542 -0.18642 -1.73094 1.0199 -1.0989 -0.6135 0.02
N 6.96781 0.13036 0.88908 0.4554 -0.2327 -4.7795 -0.14
C 4.06184 -0.94874 4.73636 -2.0946 -1.2113 0.8651 -0.03
C 4.67046 -0.22868 2.58762 -0.5185 0.1534 -1.5132 0.02
C 0.03973 -1.95977 0.05100 -3.5285 2.1110 -0.6907 0.17
C -3.52492 -0.51399 -4.04938 0.4393 -0.5627 -0.4962 -0.02
C 0.80756 -1.81365 1.35600 -0.6979 1.5193 0.6532 -0.22
C 3.68283 -0.80572 3.36577 3.7539 1.0613 0.8788 -0.17
C 5.97603 -0.06936 3.02494 -1.7841 -1.5328 2.0764 -0.29
C -5.21052 3.43284 -4.23925 -0.2913 1.0297 -0.0221 -0.47
C 2.47377 -1.25484 2.79399 -3.4463 0.3029 -0.0949 -0.20
C -1.08609 -1.08880 -0.38494 3.9295 -0.0233 4.8453 -0.01
C 6.33210 -0.42724 4.36115 -2.4964 0.0066 -1.3480 0.00
C -4.02799 0.01928 -5.20426 -1.4790 -1.9323 -2.2411 -0.12
C -3.35817 0.27493 -2.97475 -0.8576 2.3935 2.4309 -0.15
C -1.45752 0.95589 1.48247 0.2741 0.6683 -1.3801 -0.53
C -4.63001 2.10077 -4.24185 1.5033 -3.8051 -0.2166 -0.08
C 1.35406 -1.43308 3.55052 -1.7671 -0.9901 -0.8982 0.01
C -3.93596 1.56782 -3.05970 -0.5547 1.1510 -1.7617 0.10
C -1.70918 0.20709 0.17907 -1.2575 -0.6490 -2.1328 -0.05
C -1.78271 -1.26911 -1.60278 -0.4082 -0.6328 -2.4352 -0.37
C 0.25415 -1.79844 2.62126 1.2294 0.0806 1.0791 -0.01
C -4.67243 1.20605 -5.37667 1.0050 1.8455 1.5192 -0.48
C 5.33997 -0.84467 5.27675 0.4338 1.0505 -3.1840 -0.05
H 7.34218 -0.52042 4.52914 2.1600 0.1173 0.7806 0.08
H -3.23038 -1.52451 -3.99710 0.4094 -0.9821 -0.2587 0.11
H 5.64258 -1.14340 6.25115 -0.3048 -0.0658 0.6981 0.10
H -3.81510 2.31015 -2.29184 -0.1037 -0.1041 0.4652 0.11
H 0.10093 -2.91426 -0.52374 0.3919 1.1083 0.1476 0.13
H 1.18936 -1.36229 4.65965 0.5658 -0.0341 -1.5034 0.13
H 4.40664 0.04803 1.55153 0.3581 -0.3112 0.4574 0.13
H 3.24804 -1.26311 5.41163 0.5649 -0.0756 -0.2699 0.11
H -5.63971 3.22377 -6.14170 -0.0759 0.0091 0.0838 -0.06
H -4.16689 -0.65412 -6.05355 0.4936 -0.0403 0.2087 0.11
H -0.75600 -2.01768 3.06949 1.1589 0.1529 -1.3891 0.14
```
Forces are in eV/Å.

The total energy is -2179.2803 a.u.

=====

In order of appearance, ΔE to the lowest compared entry with this formula, charge and spin = 0.0 280.1 kJ/mol.
In order of appearance, max |F| = 0.08041 0.18824 hartree/bohr.
In order of appearance, gap between HOMO and LUMO = 3.68 6.32 eV.